Below is a cluster of 3 separate species, C6H17NO in total in a non-equilibrium geometry, with properties calculated with ωB97M-V/def2-TZVPD.

F_max	2.18	eV/Å
relative energy (zero: lowest compared OMol25 entry of this formula, charge and spin)	137.6	kcal per mole
spin multiplicity	1

```
25
C6H17NO ωB97M-V/def2-TZVPD
C 0.577 -1.267 0.137
C -1.257 0.398 -0.097
C 1.081 -0.928 1.492
C 1.427 -0.894 -1.019
C -0.341 -2.424 -0.012
C -2.071 1.704 -0.053
H -1.642 -0.282 0.660
H -0.126 0.883 0.082
H 1.460 0.094 1.515
H 1.925 -1.591 1.744
H 0.318 -1.062 2.260
H 1.721 0.154 -0.940
H 2.355 -1.488 -0.999
H 0.933 -1.079 -1.974
H -0.911 -2.376 -0.943
H -1.034 -2.517 0.826
H 0.249 -3.353 -0.050
H -3.121 1.499 -0.281
H -1.692 2.431 -0.770
H -2.030 2.159 0.940
N 0.949 2.017 0.193
O 0.698 2.823 -0.981
H 1.440 2.601 -1.554
H 0.453 2.563 0.900
H -1.362 -0.067 -1.076
```